Record 1
Computed, not measured: a single C6H7ClO molecule at a distorted geometry, with the ωB97M-V functional and the def2-TZVPD basis.

Atoms and positions in Å:
C1 1.927 -1.420 0.118
C2 0.633 -0.535 -0.033
C3 -0.626 -1.042 -0.224
C4 -1.640 -0.079 -0.041
Cl1 -3.204 -0.694 0.034
C5 -1.522 1.268 0.141
C6 -0.068 1.831 -0.081
O1 0.907 0.762 0.045
H1 2.326 -1.751 1.278
H2 1.718 -2.441 -0.562
H3 2.830 -0.804 -0.430
H4 -0.991 -2.112 -0.097
H5 -2.362 1.998 0.365
H6 0.088 2.680 0.565
H7 -0.016 2.341 -1.080

Values from the calculation:
E_tot: -768.15355 Ha
LUMO: 0.821 eV
Gap between HOMO and LUMO: 8.71 eV
HOMO energy: -7.89 eV
Structure (SMILES): CC1=CC(Cl)=CCO1
Largest force on an atom: 3.9 eV/Å

---

Record 2
Computed, not measured: 2 unconnected molecules or ions with the total composition C5H6NO4S2 at a distorted geometry, with the ωB97M-V functional and the def2-TZVPD basis.

Atoms and positions in Å:
C1 0.603 -0.618 -0.290
C2 -2.684 0.666 -0.154
C3 1.812 -1.225 0.275
C4 1.908 1.243 -0.580
C5 -1.993 0.233 1.122
N1 0.703 0.613 -0.790
O1 -2.067 1.620 -0.853
O2 -3.771 0.242 -0.481
O3 -0.352 -2.827 0.188
O4 -1.055 0.844 1.558
S1 3.223 -0.055 -0.199
S2 -0.820 -1.651 -0.580
H1 1.916 -1.426 1.295
H2 2.069 -2.109 -0.365
H3 2.291 1.867 -1.381
H4 2.037 1.613 0.441
H5 -2.741 -0.524 1.572
H6 -1.078 1.494 -0.780

Values from the calculation:
E_tot: -1346.21640 Ha
LUMO: 3.055 eV
Gap between HOMO and LUMO: 6.35 eV
HOMO energy: -3.30 eV
Charge: -1
Largest force on an atom: 4.2 eV/Å

---

Record 3
Computed, not measured: a single C6H15NS molecule at a distorted geometry, with the ωB97M-V functional and the def2-TZVPD basis.

Atoms and positions in Å:
C1 -2.298 1.483 -2.143
C2 -0.891 1.609 -1.564
N1 -0.945 1.081 -0.161
C3 -1.334 2.075 0.786
C4 0.290 0.252 0.166
C5 -0.229 -1.075 0.760
C6 0.726 -2.218 0.362
S1 2.428 -1.805 1.016
H1 -2.602 2.266 -2.851
H2 -2.473 0.536 -2.663
H3 -3.012 1.433 -1.335
H4 -0.723 2.678 -1.379
H5 -0.188 1.078 -2.191
H6 -1.588 1.724 1.787
H7 -0.528 2.782 1.053
H8 -2.286 2.553 0.515
H9 0.777 0.828 0.958
H10 0.957 0.232 -0.684
H11 -0.261 -1.053 1.863
H12 -1.237 -1.258 0.411
H13 0.381 -3.159 0.813
H14 0.775 -2.388 -0.704
H15 3.086 -1.618 -0.095

Values from the calculation:
E_tot: -690.49309 Ha
LUMO: 0.910 eV
Gap between HOMO and LUMO: 8.96 eV
HOMO energy: -8.05 eV
Structure (SMILES): CCN(C)CCCS
Largest force on an atom: 3.7 eV/Å

---

Record 4
Computed, not measured: a single C6H10 molecule, with the ωB97M-V functional and the def2-TZVPD basis.

Atoms and positions in Å:
C1 1.292 -0.318 0.490
C2 0.935 1.003 -0.258
C3 -0.524 0.874 -0.660
C4 -1.471 0.503 0.445
C5 -0.937 -0.560 -0.474
C6 0.206 -1.373 0.089
H1 1.348 -0.132 1.567
H2 2.295 -0.644 0.193
H3 1.550 1.137 -1.158
H4 1.116 1.886 0.373
H5 -0.894 1.491 -1.476
H6 -1.120 0.549 1.476
H7 -2.515 0.764 0.313
H8 -1.654 -1.098 -1.087
H9 -0.264 -2.023 0.847
H10 0.626 -2.078 -0.637

Values from the calculation:
E_tot: -234.58380 Ha
LUMO: 1.256 eV
Gap between HOMO and LUMO: 11.05 eV
HOMO energy: -9.80 eV
Structure (SMILES): C1C[C@@H]2C[C@@H]2C1
Largest force on an atom: 1.0 eV/Å

---

Record 5
Computed, not measured: 3 unconnected molecules or ions with the total composition C18H25Br2F2NO11, with the ωB97M-V functional and the def2-TZVPD basis.

Atoms and positions in Å:
C1 -4.303 3.651 1.464
C2 -4.365 2.247 0.868
C3 -3.975 1.126 1.833
C4 -2.536 1.154 2.359
C5 -1.538 0.364 1.493
C6 -0.400 1.200 0.910
C7 0.465 1.867 1.975
Br1 1.210 0.527 3.178
C8 1.532 2.824 1.388
C9 2.993 2.482 1.596
Br2 1.205 4.614 2.131
O1 -1.028 2.270 0.124
C10 -1.286 1.770 -1.112
O2 -1.882 2.330 -1.963
O3 -0.749 0.516 -1.228
C11 0.308 0.510 -0.246
C12 0.989 -0.835 -0.081
O4 2.408 -0.693 -0.173
N1 2.807 -0.753 -1.515
O5 3.903 -0.375 -1.638
H1 -5.184 3.867 2.071
H2 -4.264 4.399 0.672
H3 -3.418 3.813 2.082
H4 -3.776 2.195 -0.051
H5 -5.398 2.056 0.565
H6 -4.165 0.161 1.362
H7 -4.656 1.164 2.688
H8 -2.541 0.730 3.363
H9 -2.224 2.194 2.474
H10 -1.104 -0.431 2.095
H11 -2.077 -0.114 0.673
H12 -0.183 2.450 2.616
H13 1.323 2.962 0.332
H14 3.282 2.625 2.635
H15 3.602 3.150 0.987
H16 3.202 1.457 1.290
H17 1.048 1.209 -0.649
H18 0.783 -1.300 0.880
H19 0.650 -1.507 -0.872
O6 6.099 -0.368 -6.869
C13 5.546 -1.104 -6.129
O7 4.278 -1.561 -6.285
C14 4.025 -2.546 -5.283
C15 5.042 -2.183 -4.219
F1 5.509 -3.272 -3.561
O8 6.086 -1.615 -4.985
H20 4.232 -3.539 -5.685
H21 2.994 -2.486 -4.946
H22 4.692 -1.453 -3.491
O9 -3.701 -2.023 2.479
C16 -2.927 -2.796 2.030
O10 -3.202 -3.712 1.073
C17 -1.980 -4.327 0.665
C18 -1.087 -4.083 1.866
F2 0.207 -3.880 1.514
O11 -1.614 -2.886 2.397
H23 -1.588 -3.808 -0.212
H24 -2.140 -5.376 0.436
H25 -1.124 -4.861 2.630

Values from the calculation:
E_tot: -6930.99692 Ha
LUMO: -0.713 eV
Gap between HOMO and LUMO: 9.77 eV
HOMO energy: -10.48 eV
Structure (SMILES): CCCCC[C@]1([C@@H](Br)[C@H](C)Br)OC(=O)O[C@@H]1CON=O.O=C1OC[C@@H](F)O1.O=C1OC[C@@H](F)O1
Largest force on an atom: 0.7 eV/Å

---

Record 6
Computed, not measured: a molecular structure, C11H11BrF5NO10P2W at a distorted geometry, with the ωB97M-V functional and the def2-TZVPD basis.

Atoms and positions in Å:
W1 0.624 0.680 1.586
O1 -1.918 0.711 2.245
P1 -1.208 1.698 3.341
O2 -1.976 1.931 4.522
O3 0.230 1.111 3.306
O4 -0.976 3.008 2.374
P2 -0.207 3.124 0.943
O5 1.377 2.726 1.635
O6 -0.428 1.648 0.438
O7 1.778 2.118 -0.900
H1 -2.826 0.506 2.517
H2 1.941 3.482 1.915
Br1 2.863 0.118 2.325
O8 2.068 -1.251 -2.026
C1 1.386 -0.479 -1.408
O9 1.358 -0.244 -0.140
C2 0.463 0.483 -2.238
N1 0.619 0.085 -3.653
C3 1.082 1.274 -4.419
C4 1.897 2.053 -3.394
C5 1.064 1.922 -2.113
H3 -0.566 0.423 -1.877
H4 -0.217 -0.342 -4.061
H5 1.368 -0.665 -3.600
H6 0.218 1.854 -4.750
H7 1.663 0.976 -5.291
H8 2.043 3.090 -3.690
H9 2.879 1.593 -3.264
H10 0.258 2.663 -2.082
H11 2.709 1.856 -1.023
F1 -3.064 -5.475 2.213
C6 -2.368 -4.367 2.067
C7 -2.133 -3.539 3.177
F2 -2.640 -3.838 4.353
C8 -1.376 -2.389 2.999
F3 -1.105 -1.474 3.956
C9 -0.854 -2.062 1.748
O10 -0.120 -0.940 1.640
C10 -1.139 -2.861 0.644
F4 -0.696 -2.426 -0.553
C11 -1.895 -4.018 0.795
F5 -2.178 -4.763 -0.257

Values from the calculation:
E_tot: -5055.65174 Ha
LUMO: -9.354 eV
Gap between HOMO and LUMO: 6.15 eV
HOMO energy: -15.50 eV
Charge: +2
Largest force on an atom: 8.9 eV/Å

---

Record 7
Computed, not measured: 2 unconnected molecules or ions with the total composition C2H3N2S2 at a distorted geometry, with the ωB97M-V functional and the def2-TZVPD basis.

Atoms and positions in Å:
C1 -1.027 0.202 -0.329
C2 1.838 0.498 0.067
N1 0.782 0.217 0.623
N2 -1.130 -1.132 -0.300
S1 3.134 0.912 -0.619
S2 -1.522 1.606 -0.682
H1 0.514 0.669 1.610
H2 -0.608 -1.631 0.452
H3 -1.980 -1.340 -0.822

Values from the calculation:
E_tot: -983.56246 Ha
LUMO: -5.512 eV
Gap between HOMO and LUMO: 8.69 eV
HOMO energy: -14.21 eV
Charge: +1
Largest force on an atom: 3.8 eV/Å

---

Record 8
Computed, not measured: a molecular structure, C5H11ClGa, with the ωB97M-V functional and the def2-TZVPD basis.

Atoms and positions in Å:
C1 3.271 0.581 -0.169
C2 2.728 -0.582 0.204
Ga1 0.758 -1.114 0.045
C3 -0.379 0.541 0.445
C4 -1.640 0.791 -0.388
C5 -2.841 -0.074 -0.059
Cl1 -2.707 -1.793 -0.532
H1 2.898 1.156 -1.014
H2 4.140 0.994 0.350
H3 3.400 -1.265 0.733
H4 0.423 -1.793 -1.383
H5 0.522 -2.248 1.186
H6 -0.659 0.556 1.505
H7 0.289 1.393 0.270
H8 -2.004 1.811 -0.173
H9 -1.426 0.777 -1.461
H10 -3.729 0.302 -0.569
H11 -3.046 -0.031 1.011

Values from the calculation:
E_tot: -2582.03565 Ha
LUMO: 3.501 eV
Gap between HOMO and LUMO: 7.63 eV
HOMO energy: -4.13 eV
Charge: -1
Largest force on an atom: 0.9 eV/Å

---

Record 9
Computed, not measured: 2 unconnected molecules or ions with the total composition C6H10NO at a distorted geometry, with the ωB97M-V functional and the def2-TZVPD basis.

Atoms and positions in Å:
C1 -0.703 -2.721 0.512
C2 -0.582 -1.544 0.677
C3 2.358 0.761 -1.009
C4 1.606 -0.041 -0.294
C5 0.753 0.480 0.771
C6 -0.563 -0.168 0.944
N1 -1.793 0.826 -1.082
O1 -1.451 0.376 1.787
H1 -0.368 -3.724 0.553
H2 3.129 0.330 -1.781
H3 2.522 1.826 -0.737
H4 1.687 -1.122 -0.365
H5 0.450 1.628 0.740
H6 1.179 0.392 1.749
H7 -2.816 0.548 -1.157
H8 -1.629 1.735 -1.259
H9 -1.350 0.364 -1.853
H10 -2.431 0.055 1.804

Values from the calculation:
E_tot: -364.20402 Ha
LUMO: -5.784 eV
Gap between HOMO and LUMO: 8.18 eV
HOMO energy: -13.97 eV
Charge: +1
Largest force on an atom: 5.2 eV/Å

---

Record 10
Computed, not measured: a molecular structure, C27H28GeN3O2OsS2Se at a distorted geometry, with the ωB97M-V functional and the def2-TZVPD basis.

Atoms and positions in Å:
Os1 1.777 1.085 0.126
O1 -3.865 4.920 -0.160
C1 -3.832 3.830 0.405
O2 -4.565 3.077 1.019
C2 -2.297 3.309 0.454
C3 -1.943 2.423 1.454
C4 -0.696 1.830 1.377
N1 0.139 2.150 0.366
C5 -0.177 3.060 -0.581
C6 -1.419 3.671 -0.555
C7 0.892 3.251 -1.577
C8 0.883 4.262 -2.523
C9 1.942 4.377 -3.407
C10 2.982 3.465 -3.321
C11 2.939 2.485 -2.346
N2 1.928 2.370 -1.480
C12 -0.174 0.753 2.237
C13 -0.855 0.248 3.331
C14 -0.303 -0.796 4.055
C15 0.928 -1.298 3.665
C16 1.559 -0.751 2.562
N3 1.027 0.242 1.846
H1 -2.656 2.156 2.220
H2 -1.718 4.382 -1.311
H3 0.065 4.969 -2.543
H4 1.952 5.162 -4.150
H5 3.823 3.515 -3.996
H6 3.731 1.755 -2.250
H7 -1.807 0.676 3.608
H8 -0.834 -1.218 4.897
H9 1.403 -2.099 4.213
H10 2.520 -1.120 2.231
S1 4.060 1.110 0.712
C17 4.737 -0.435 0.297
C18 6.073 -0.715 0.618
C19 6.603 -1.952 0.336
C20 5.810 -2.938 -0.264
C21 4.510 -2.661 -0.623
C22 3.962 -1.399 -0.358
S2 2.345 -1.016 -0.870
H11 6.671 0.058 1.086
H12 7.639 -2.158 0.570
H13 6.220 -3.922 -0.451
H14 3.902 -3.410 -1.117
C23 -2.839 -3.099 1.909
Ge1 -3.420 -2.864 0.040
C24 -4.704 -1.386 -0.136
C25 -4.141 -4.520 -0.734
C26 -1.732 -2.396 -0.964
Se1 -1.246 -0.531 -0.767
C27 -2.159 0.137 -2.348
H15 -3.595 -3.631 2.486
H16 -2.678 -2.124 2.372
H17 -1.909 -3.666 1.955
H18 -5.525 -1.530 0.568
H19 -5.129 -1.363 -1.140
H20 -4.241 -0.421 0.075
H21 -5.045 -4.794 -0.188
H22 -3.432 -5.343 -0.660
H23 -4.407 -4.378 -1.781
H24 -1.819 -2.604 -2.030
H25 -0.905 -2.979 -0.560
H26 -3.221 -0.086 -2.280
H27 -1.721 -0.341 -3.221
H28 -2.012 1.213 -2.399

Values from the calculation:
E_tot: -6725.59669 Ha
LUMO (spin up / spin down): -5.936 / -5.931 eV
Gap between HOMO and LUMO (spin up / spin down): 4.42 / 4.42 eV
HOMO energy (spin up / spin down): -10.35 / -10.35 eV
Charge: +1
Largest force on an atom: 5.1 eV/Å

---

Record 11
Computed, not measured: 3 unconnected molecules or ions with the total composition C9H20NP at a distorted geometry, with the ωB97M-V functional and the def2-TZVPD basis.

Atoms and positions in Å:
C1 -2.104 0.039 -1.603
C2 -2.169 0.938 -0.285
C3 -1.789 -0.018 0.872
C4 -3.668 1.309 -0.056
C5 -1.246 2.025 -0.266
P1 -0.382 3.305 -0.386
H1 -2.587 0.469 -2.441
H2 -2.605 -0.903 -1.405
H3 -1.085 -0.175 -1.769
H4 -2.632 -0.755 1.179
H5 -0.868 -0.509 0.593
H6 -1.663 0.507 1.863
H7 -4.318 0.541 -0.492
H8 -3.858 1.386 1.024
H9 -3.969 2.317 -0.541
C6 2.197 1.329 1.803
C7 2.465 0.411 0.586
N1 1.562 -0.246 0.051
C8 1.889 -0.891 -1.275
C9 1.675 -2.411 -1.332
H10 1.075 1.384 2.005
H11 2.671 0.846 2.626
H12 2.423 2.385 1.764
H13 3.459 0.611 0.094
H14 2.862 -0.682 -1.529
H15 1.183 -0.440 -1.962
H16 0.661 -2.648 -1.002
H17 1.701 -2.965 -2.283
H18 2.314 -2.861 -0.620
H19 3.409 -2.375 2.688
H20 3.400 -1.923 2.098

Values from the calculation:
E_tot: -750.87998 Ha
LUMO: 0.902 eV
Gap between HOMO and LUMO: 10.06 eV
HOMO energy: -9.16 eV
Structure (SMILES): CC(C)(C)C#P.C/C=N/CC.[H][H]
Largest force on an atom: 3.6 eV/Å

---

Record 12
Computed, not measured: a molecular structure, C32H44BF5N6O2S8Se2W at a distorted geometry, with the ωB97M-V functional and the def2-TZVPD basis.

Atoms and positions in Å:
W1 1.416 -1.313 1.475
C1 -5.433 0.375 -1.658
C2 -4.623 1.543 -2.156
C3 -4.899 2.812 -1.336
C4 -4.960 1.837 -3.629
N1 -3.112 1.199 -1.987
C5 -2.206 1.096 -3.062
C6 -0.950 1.060 -2.552
N2 -1.052 1.122 -1.159
B1 0.154 1.203 -0.208
N3 -0.167 2.196 0.885
C7 -0.823 3.400 0.729
C8 -0.984 3.966 1.939
N4 -0.417 3.152 2.910
C9 0.056 2.047 2.246
S1 0.944 0.801 2.985
C10 -0.640 3.336 4.383
C11 -1.580 2.212 4.927
C12 0.710 3.338 5.066
C13 -1.415 4.646 4.574
N5 1.435 1.704 -0.882
C14 1.650 2.970 -1.267
C15 2.815 3.031 -1.991
N6 3.286 1.690 -2.026
C16 2.484 0.903 -1.271
S2 2.499 -0.815 -1.030
C17 4.509 1.213 -2.791
C18 4.049 0.474 -4.069
C19 5.337 2.376 -3.288
C20 5.459 0.391 -1.895
C21 -2.366 1.162 -0.823
S3 -2.975 1.048 0.726
H1 -6.497 0.493 -1.936
H2 -5.402 0.331 -0.554
H3 -5.037 -0.566 -2.043
H4 -5.999 2.961 -1.396
H5 -4.439 3.722 -1.877
H6 -4.627 2.756 -0.309
H7 -6.035 2.005 -3.721
H8 -4.850 0.968 -4.309
H9 -4.464 2.753 -4.023
H10 -2.563 1.218 -4.104
H11 0.005 1.174 -3.045
H12 0.343 0.164 0.351
H13 -1.148 3.712 -0.214
H14 -1.301 4.913 2.196
H15 -1.049 1.224 4.829
H16 -2.486 2.092 4.396
H17 -1.619 2.347 5.990
H18 1.218 2.371 5.095
H19 0.573 3.548 6.145
H20 1.351 4.076 4.554
H21 -2.420 4.673 4.233
H22 -0.749 5.464 4.195
H23 -1.472 4.847 5.676
H24 0.993 3.756 -1.024
H25 3.396 3.839 -2.359
H26 3.586 1.111 -4.744
H27 3.401 -0.338 -3.842
H28 4.937 0.075 -4.574
H29 4.861 2.965 -4.071
H30 6.300 2.002 -3.745
H31 5.640 3.060 -2.468
H32 5.030 -0.398 -1.295
H33 5.800 1.082 -1.119
H34 6.313 0.015 -2.477
O1 -4.136 -2.232 0.786
C22 -3.001 -2.650 0.108
C23 -2.115 -3.729 0.886
C24 -2.883 -5.084 0.973
O2 -2.141 -6.176 1.498
C25 -0.906 -3.937 -0.010
Se1 0.238 -2.428 -0.565
C26 -1.693 -3.226 2.254
Se2 -0.840 -1.491 2.548
H35 -3.974 -1.281 0.901
H36 -2.327 -1.835 -0.014
H37 -3.299 -3.047 -0.879
H38 -3.280 -5.299 0.020
H39 -3.659 -4.871 1.694
H40 -1.504 -6.465 0.846
H41 -1.355 -4.267 -0.910
H42 -0.291 -4.690 0.458
H43 -1.097 -3.940 2.783
H44 -2.661 -3.239 2.806
S4 3.730 -0.216 1.467
S5 4.306 0.148 3.363
S6 3.983 -1.629 4.267
S7 1.977 -1.779 3.852
F1 3.676 -5.500 -3.537
C27 3.369 -5.209 -2.278
C28 4.125 -4.174 -1.692
F2 5.193 -3.701 -2.306
C29 3.829 -3.803 -0.415
F3 4.635 -2.912 0.185
C30 2.758 -4.321 0.333
S8 2.283 -3.512 1.874
C31 2.119 -5.416 -0.231
F4 1.228 -6.128 0.528
C32 2.363 -5.851 -1.544
F5 1.561 -6.699 -2.226

Values from the calculation:
E_tot: -10304.53144 Ha
LUMO (spin up / spin down): -1.703 / -1.700 eV
Gap between HOMO and LUMO (spin up / spin down): 5.68 / 5.69 eV
HOMO energy (spin up / spin down): -7.39 / -7.39 eV
Largest force on an atom: 3.5 eV/Å